Below is a molecular structure, C8H28N2O5Pt at a distorted geometry, with properties calculated with ωB97M-V/def2-TZVPD.

Structure (XYZ):
```
44
Properties=species:S:1:pos:R:3:nbo_charge:R:1
Pt 0.215 -0.299 -0.580 1.358
O -0.225 -2.439 0.535 -0.980
H -1.131 -2.773 0.555 0.506
H 0.309 -3.126 0.957 0.506
O 0.110 0.748 -2.686 -0.961
H 0.279 1.647 -3.005 0.518
H -0.054 0.230 -3.486 0.506
O 0.842 -1.978 -2.109 -0.964
H 1.147 -2.896 -2.052 0.520
H 1.096 -1.688 -2.994 0.497
C 4.483 0.202 0.498 -0.657
C 2.991 -0.093 0.534 -0.080
C 2.264 0.586 1.690 -0.081
O 0.943 0.065 1.699 -0.588
C 0.350 0.130 3.012 -0.257
N 2.338 0.350 -0.730 -0.830
H 4.894 0.274 1.513 0.247
H 4.701 1.176 0.056 0.222
H 5.147 -0.561 0.091 0.251
H 2.826 -1.161 0.685 0.215
H 2.259 1.685 1.608 0.186
H 2.825 0.405 2.612 0.216
H -0.565 -0.459 2.918 0.197
H 0.100 1.165 3.242 0.191
H 0.906 -0.354 3.814 0.213
H 2.664 1.293 -0.960 0.400
H 2.810 -0.116 -1.512 0.397
C -3.173 2.062 1.029 -0.624
C -2.257 0.933 0.515 -0.083
C -2.999 0.000 -0.404 -0.088
O -2.100 -0.916 -1.031 -0.589
C -2.759 -1.631 -2.088 -0.258
N -1.051 1.509 -0.149 -0.829
H -3.560 2.667 0.214 0.228
H -2.607 2.605 1.785 0.227
H -4.001 1.610 1.581 0.245
H -1.922 0.391 1.400 0.207
H -3.557 0.587 -1.148 0.192
H -3.790 -0.517 0.150 0.214
H -3.047 -0.980 -2.912 0.196
H -3.608 -2.168 -1.663 0.206
H -2.060 -2.380 -2.459 0.207
H -0.776 2.348 0.358 0.408
H -1.259 1.866 -1.080 0.393
```

Spin multiplicity = 3
E_tot = -925.992855 Ha
LUMO energy (spin up / spin down) = -6.0 / -7.2 eV
⟨S²⟩ = 2.00
Energy above the lowest of the compared OMol25 structures with the same formula, charge and spin = 0.00 kcal per mole
Charge = +2